Record 1
Below is C22H22F4MnN7S2 as an isolated structure in a non-equilibrium geometry, with properties calculated with ωB97M-V/def2-TZVPD.

Results
Highest occupied orbital energy (spin up / spin down), eV: -10.38 / -9.84
Expectation value of S²: 3.7766

Geometry as ORCA input:
```
! wB97M-V def2-TZVPD RIJCOSX def2/J DEFGRID3
* xyz 1 4
Mn -0.072 0.297 -0.590
C -1.881 -2.503 -0.604
N -0.572 -1.927 -0.914
C 0.380 -2.166 0.171
C -0.063 -2.492 -2.178
C 1.069 -1.583 -2.713
N 0.782 -0.321 -2.110
C 0.918 0.910 -2.586
C -0.121 1.790 -2.157
F -1.365 1.163 -1.967
C -0.041 3.159 -2.371
F -1.026 3.959 -1.928
C 1.062 3.705 -3.008
C 2.032 2.853 -3.524
F 3.056 3.382 -4.200
C 1.980 1.484 -3.312
F 2.967 0.665 -3.750
H -1.831 -3.592 -0.494
H -2.574 -2.261 -1.409
H -2.256 -2.078 0.324
H 0.267 -3.198 0.553
H 1.015 -0.892 1.643
H 1.401 -2.052 -0.205
H -0.889 -2.485 -2.891
H 0.274 -3.528 -2.043
H 1.033 -1.510 -3.805
H 2.063 -1.976 -2.442
H 1.151 4.768 -3.148
N 3.706 0.195 -0.592
C 3.038 1.122 0.120
N 1.740 1.159 0.270
C 1.359 2.203 1.091
C 2.387 2.951 1.576
S 3.897 2.369 0.991
C -0.059 2.416 1.297
C -0.655 3.445 1.957
S -2.370 3.342 1.837
C -2.184 1.902 0.876
N -0.937 1.531 0.700
N -3.251 1.201 0.439
H 3.210 -0.282 -1.329
H 4.687 0.356 -0.754
H 2.344 3.797 2.231
H -0.206 4.260 2.486
H -4.153 1.647 0.454
H -3.095 0.504 -0.277
N 0.129 -1.171 1.214
C -0.699 -1.716 2.277
C -0.307 -2.881 2.929
C -1.158 -3.495 3.831
C -2.391 -2.936 4.123
C -2.743 -1.732 3.540
C -1.907 -1.128 2.615
H 0.656 -3.325 2.723
H -0.856 -4.416 4.303
H -3.069 -3.427 4.802
H -3.677 -1.255 3.790
H -2.196 -0.207 2.137
*
```

natural (NBO) charges in e: 1.064 -0.419 -0.479 -0.051 -0.221 -0.224 -0.636 0.115 0.108 -0.321 0.414 -0.297 -0.379 0.381 -0.288 0.283 -0.313 0.194 0.209 0.215 0.191 0.397 0.205 0.214 0.197 0.224 0.176 0.264 -0.786 0.294 -0.593 0.097 -0.406 0.434 0.104 -0.399 0.452 0.275 -0.593 -0.783 0.416 0.412 0.255 0.256 0.417 0.409 -0.705 0.212 -0.266 -0.179 -0.203 -0.193 -0.255 0.217 0.225 0.227 0.222 0.214

=====

Record 2
Below is C22H22FNO4S as an isolated structure in a non-equilibrium geometry, with properties calculated with ωB97M-V/def2-TZVPD.

Results
Highest occupied orbital energy, eV: -8.62

Geometry as ORCA input:
```
! wB97M-V def2-TZVPD RIJCOSX def2/J DEFGRID3
* xyz 0 1
C -6.461 -0.266 1.708
C -5.130 -0.503 0.793
C -3.869 -0.372 1.348
C -2.879 -0.714 0.526
C -3.040 -1.108 -0.978
C -4.393 -1.045 -1.345
C -5.510 -0.867 -0.412
H -6.438 -0.737 -1.120
H -4.515 -1.124 -2.546
C -1.695 -1.164 -1.326
C -0.969 -0.753 -0.215
C 0.452 -1.010 -0.310
O 1.116 -2.018 -1.144
N 1.307 -0.368 0.777
C 0.814 0.674 1.375
C 1.188 1.943 0.965
C 0.760 2.157 -0.345
C 1.094 3.413 -0.969
C 2.187 4.377 -0.511
C 2.601 4.002 0.900
C 2.167 2.794 1.328
H 2.515 2.639 2.536
H 3.364 4.719 1.280
F 2.422 5.442 -0.902
H 0.722 3.915 -2.251
H 0.066 1.702 -0.865
H -0.250 0.476 1.580
H 1.273 0.785 2.482
C 2.654 -0.706 0.875
C 3.122 -2.157 1.145
H 3.220 -2.204 2.083
H 2.361 -2.844 0.498
S 4.691 -2.298 0.209
O 4.900 -3.845 -0.131
O 5.658 -1.672 0.878
C 4.128 -1.185 -1.205
C 3.463 -0.204 -0.722
H 2.707 0.294 -0.935
H 4.186 0.563 -0.276
H 3.249 -1.885 -1.663
H 4.991 -1.188 -1.728
H 2.976 0.028 1.813
O -1.728 -0.732 0.939
C -1.417 -1.547 -2.699
H -1.953 -2.267 -3.120
H -0.137 -1.583 -2.835
H -1.634 -0.712 -3.333
H -3.764 -0.424 2.468
H -6.228 0.011 2.559
H -7.296 -1.070 1.625
H -7.045 0.637 1.196
*
```

natural (NBO) charges in e: -0.577 0.038 -0.318 0.369 -0.155 -0.116 -0.277 0.249 0.208 0.079 0.037 0.640 -0.690 -0.461 -0.232 -0.120 -0.196 -0.279 0.470 -0.315 -0.159 0.192 0.233 -0.243 0.195 0.208 0.256 0.187 0.021 -0.682 0.221 0.294 2.120 -0.919 -0.951 -0.627 -0.382 0.218 0.197 0.270 0.244 0.221 -0.385 -0.652 0.232 0.268 0.233 0.235 0.175 0.223 0.205

=====

Record 3
Below is C22H22IN4OPdS2 as an isolated structure in a non-equilibrium geometry, with properties calculated with ωB97M-V/def2-TZVPD.

Results
Highest occupied orbital energy, eV: -11.01

Geometry as ORCA input:
```
! wB97M-V def2-TZVPD RIJCOSX def2/J DEFGRID3
* xyz 1 1
Pd 0.768 0.685 0.372
N -0.120 0.196 2.147
C -0.989 -0.963 2.054
C -2.282 -0.849 2.541
C -3.162 -1.915 2.447
C -2.732 -3.096 1.861
C -1.438 -3.197 1.375
C -0.533 -2.136 1.458
C 0.842 -2.251 0.910
C 1.453 -3.508 0.866
C 2.700 -3.684 0.298
C 3.397 -2.583 -0.175
C 2.830 -1.316 -0.089
C 1.541 -1.138 0.426
H 0.598 0.070 2.858
H -0.688 0.991 2.426
H -2.603 0.080 3.000
H -4.169 -1.820 2.827
H -3.406 -3.937 1.770
H -1.131 -4.114 0.891
H 0.952 -4.362 1.304
H 3.141 -4.671 0.258
H 4.378 -2.707 -0.617
H 3.468 -0.448 -0.231
C -2.906 -1.165 -1.147
C -2.881 0.322 -1.019
N -1.845 0.997 -0.615
C -2.087 2.352 -0.640
C -3.332 2.701 -1.065
S -4.225 1.301 -1.453
C -1.029 3.285 -0.228
C -1.032 4.628 -0.417
S 0.402 5.316 0.202
C 0.948 3.771 0.685
N 0.106 2.811 0.405
C 2.263 3.572 1.362
H -2.545 -1.466 -2.134
H -3.914 -1.561 -1.033
H -2.263 -1.608 -0.388
H -3.763 3.684 -1.147
H -1.786 5.232 -0.893
H 2.255 4.007 2.361
H 3.067 4.042 0.796
H 2.472 2.505 1.441
N 0.973 -0.542 -2.776
C 1.878 0.368 -2.377
O 1.615 1.190 -1.491
C 3.129 0.498 -3.189
I 2.910 2.146 -4.517
H 0.179 -0.646 -2.154
H 1.295 -1.398 -3.203
H 3.323 -0.381 -3.796
H 3.979 0.713 -2.549
*
```

natural (NBO) charges in e: 0.754 -0.754 0.108 -0.225 -0.198 -0.203 -0.218 0.010 -0.062 -0.201 -0.221 -0.197 -0.300 -0.168 0.414 0.408 0.217 0.231 0.230 0.225 0.216 0.226 0.221 0.217 -0.657 0.072 -0.494 0.086 -0.423 0.479 0.102 -0.417 0.509 0.091 -0.515 -0.664 0.231 0.238 0.245 0.251 0.256 0.245 0.249 0.239 -0.770 0.708 -0.665 -0.631 0.178 0.415 0.410 0.242 0.258

=====

Record 4
Below is C22H22MoN5OS8 as an isolated structure, with properties calculated with ωB97M-V/def2-TZVPD.

Results
Highest occupied orbital energy (spin up / spin down), eV: -4.21 / -4.22
Expectation value of S²: 2.0220

Geometry as ORCA input:
```
! wB97M-V def2-TZVPD RIJCOSX def2/J DEFGRID3
* xyz -1 3
Mo -0.111 0.028 -0.142
C -1.334 -1.461 3.737
C -0.528 -0.389 3.058
N -0.787 -0.126 1.815
N -1.783 -0.849 1.150
C -2.515 -0.064 0.343
S -2.126 1.556 -0.056
S -3.844 -0.806 -0.519
C -4.287 -2.195 0.580
C -5.341 -1.812 1.581
C -6.639 -2.292 1.456
C -7.620 -1.930 2.369
C -7.313 -1.078 3.418
C -6.021 -0.585 3.545
C -5.045 -0.949 2.632
C 0.464 0.357 3.802
C 1.207 -0.317 4.797
C 2.077 0.331 5.630
C 2.184 1.732 5.530
C 1.461 2.430 4.607
C 0.585 1.794 3.659
O -0.027 2.479 2.791
H -1.334 -2.369 3.135
H -2.370 -1.134 3.834
H -0.954 -1.660 4.733
H -3.365 -2.533 1.048
H -4.643 -2.990 -0.074
H -6.884 -2.957 0.637
H -8.626 -2.314 2.258
H -8.077 -0.793 4.130
H -5.773 0.091 4.353
H -4.047 -0.537 2.721
H 1.121 -1.395 4.867
H 2.667 -0.219 6.350
H 2.851 2.265 6.198
H 1.537 3.507 4.531
N 1.346 1.361 0.790
C 2.318 1.948 -0.145
C 1.557 2.289 -1.406
N 0.881 1.039 -1.800
H 0.788 2.056 1.334
H 1.837 0.816 1.496
H 3.061 1.183 -0.382
H 2.809 2.820 0.290
H 2.227 2.636 -2.194
H 0.804 3.057 -1.211
H 1.627 0.387 -2.166
H 0.212 1.188 -2.549
S 1.404 -6.255 -3.193
C 1.695 -4.753 -2.573
S 1.118 -4.219 -1.044
C 1.819 -2.614 -1.061
C 2.523 -2.260 -2.165
S 3.333 -0.781 -2.552
S 2.599 -3.529 -3.381
S 1.536 -1.653 0.378
S -1.598 -2.638 -3.849
C -1.103 -1.743 -2.628
N -0.738 -1.078 -1.724
*
```

natural (NBO) charges in e: 0.931 -0.677 0.401 -0.317 -0.412 -0.092 -0.028 0.363 -0.584 0.066 -0.241 -0.206 -0.225 -0.191 -0.240 -0.248 -0.168 -0.298 -0.175 -0.312 0.421 -0.751 0.248 0.237 0.230 0.266 0.237 0.209 0.209 0.209 0.212 0.211 0.204 0.204 0.201 0.211 -0.788 -0.245 -0.225 -0.808 0.460 0.418 0.247 0.202 0.211 0.200 0.438 0.410 -0.160 -0.568 0.467 -0.470 -0.346 -0.425 0.475 -0.066 -0.123 0.248 -0.657

=====

ΔE to the lowest compared entry with this formula, charge and spin, respectively: 24.4; 442.4; 7.6; 36.4 kcal/mol.